61
Properties=species:S:1:pos:R:3:lowdin_spin:R:1 method="wB97M-V/def2-TZVPD" s_squared=2.0114 spin_multiplicity=3 homo_lumo_gap_ev="5.5 / 8.6"
Ti -0.00177 0.47069 -0.46947 1.16
O 2.27292 1.12047 -3.78789 0.13
C 1.24531 1.14207 -2.90774 0.36
O 1.42906 1.19733 -1.62492 0.08
C -0.13008 1.07342 -3.42359 0.07
O -0.90826 0.22728 -2.52750 0.03
C -0.76381 -1.18927 -2.81165 0.01
C 0.51068 -1.75795 -2.19132 0.01
O 1.12644 -2.63581 -2.75782 0.03
O 0.79274 -1.23172 -1.02791 0.01
H 3.09201 0.98027 -3.29221 0.00
H -0.64693 2.03852 -3.38082 0.02
H -0.15493 0.70342 -4.44517 0.00
H -1.61621 -1.67363 -2.34664 0.00
H -0.77063 -1.37428 -3.88185 0.00
Br -0.75812 -2.93759 5.77841 0.00
C -0.44333 -3.07497 3.92304 0.00
C -0.81190 -4.20701 3.22289 0.00
C -0.54319 -4.24368 1.86460 0.00
C 0.08661 -3.16123 1.26960 0.00
N 0.43148 -2.06753 1.94876 0.00
C 0.16803 -2.02784 3.25512 0.00
H -1.28866 -5.03633 3.72787 0.00
H -0.81998 -5.10372 1.26946 0.00
H 0.33564 -3.16022 0.21403 0.00
H 0.45497 -1.13422 3.80215 0.00
S -0.70515 4.89948 0.26520 0.01
C -0.33717 3.40844 -0.46293 0.03
N -0.53230 2.35210 0.24467 0.01
C -1.02102 2.70536 1.52227 0.00
C -1.34332 1.83660 2.56505 0.00
C -1.84498 2.36266 3.73381 0.00
C -2.02198 3.74605 3.89512 0.00
C -1.68154 4.61653 2.88488 0.00
C -1.18033 4.07368 1.70112 0.00
H 0.01604 3.38528 -1.48505 0.00
H -1.24645 0.76701 2.44043 0.00
H -2.11958 1.69219 4.53827 0.00
H -2.43713 4.13262 4.81701 0.00
H -1.80326 5.68620 2.99754 0.00
C 4.24236 2.82821 1.77340 0.00
C 3.48016 1.53164 2.00408 0.00
C 4.32224 0.33751 1.53985 0.00
C 3.12538 1.38565 3.48065 0.00
N 2.22606 1.67890 1.23323 0.01
N 1.45326 0.48035 1.11998 0.01
H 5.13840 2.85933 2.39544 0.00
H 3.61339 3.68637 2.02259 0.00
H 4.55254 2.91728 0.72723 0.00
H 5.31692 0.37850 1.98948 0.00
H 4.44175 0.34853 0.45214 0.00
H 3.87665 -0.61819 1.82880 0.00
H 4.03084 1.36119 4.09140 0.00
H 2.57837 0.45596 3.67062 0.00
H 2.50607 2.22592 3.80319 0.00
H 2.43540 1.97425 0.28445 0.00
H 1.04401 0.30115 2.03025 0.00
H 2.02606 -0.32793 0.87540 0.00
S -2.05961 -0.73780 0.31838 0.02
C -2.80571 0.60679 -0.38569 0.00
N -3.26015 1.54989 -0.88511 0.00

61
Properties=species:S:1:pos:R:3:lowdin_spin:R:1 method="wB97M-V/def2-TZVPD" s_squared=2.0044 spin_multiplicity=3 total_charge=-1 homo_lumo_gap_ev="6.9 / 6.7"
Pt -1.04893 -0.23386 -0.26322 1.46
N 1.04508 -0.51767 -1.19792 0.05
C 1.80236 -1.03920 -0.03034 0.00
C 3.31062 -1.29248 -0.26516 0.00
C 4.29260 -0.14675 -0.66023 0.00
C 4.85355 0.82305 0.38541 0.00
N 3.84274 1.73704 0.86025 0.00
C 3.83472 3.05556 0.78527 0.00
N 2.73369 3.61912 1.30961 0.00
N 4.86928 3.81163 0.39833 0.00
C 1.48054 -0.20193 1.20573 0.01
O 2.28253 -0.23945 2.16179 0.01
O 0.45526 0.54164 1.21255 0.13
H 1.01760 -1.23771 -1.90830 0.00
H 1.46349 0.29434 -1.56143 0.01
H 1.37875 -2.05726 0.18072 0.00
H 3.26198 -2.08286 -1.06505 0.00
H 3.63758 -1.83723 0.59745 0.00
H 3.89116 0.48933 -1.45513 0.00
H 5.13260 -0.66857 -1.08360 0.00
H 5.74734 1.35599 -0.04726 0.00
H 5.25713 0.26498 1.23929 0.00
H 3.13044 1.25021 1.47477 0.00
H 1.90143 3.05884 1.33260 0.00
H 2.65089 4.61718 1.16536 0.00
H 5.73173 3.39049 0.15987 0.00
H 4.60719 4.74232 0.19333 0.00
Br -5.02948 0.44300 2.70963 0.00
C -5.95075 0.48083 1.04419 0.00
C -7.33731 0.57077 1.11823 0.00
C -8.12069 0.37600 -0.03295 0.00
C -7.47928 0.22019 -1.25498 0.00
C -6.09773 0.18707 -1.33237 0.00
C -5.31215 0.25733 -0.22722 0.00
C -3.80560 0.02304 -0.43320 0.02
O -3.46511 -0.28797 -1.58769 0.05
O -2.99527 0.27109 0.53320 0.06
H -7.85228 0.56807 2.08630 0.00
H -9.19551 0.33406 0.05554 0.00
H -8.01675 0.01499 -2.18561 0.00
H -5.59908 0.06124 -2.27944 0.00
N 3.18897 6.29999 -0.46663 0.00
C 2.65975 5.51748 -1.18675 0.00
N 1.96906 4.65287 -1.82481 0.00
C 2.41807 3.41715 -2.02864 0.00
N 2.74264 2.34437 -2.24640 0.00
C -0.73243 -2.05511 2.61662 0.00
C -0.59393 -2.86830 1.32127 0.01
C -0.08602 -4.13897 1.20916 0.01
C -0.11914 -4.40985 -0.17739 0.01
C -0.69102 -3.34337 -0.80880 0.02
C -1.02204 -3.15386 -2.28062 0.00
N -0.96105 -2.36918 0.11857 0.15
H -0.76426 -2.69087 3.49883 0.00
H -1.73888 -1.52908 2.57946 0.00
H -0.00149 -1.26485 2.76887 0.00
H 0.31686 -4.78214 2.02908 0.00
H 0.25010 -5.32084 -0.60728 0.00
H -1.84670 -3.77312 -2.61270 0.00
H -0.11442 -3.48472 -2.81587 0.00
H -1.18042 -2.06406 -2.42430 0.00

79
Properties=species:S:1:pos:R:3:mulliken_charge:R:1 method="wB97M-V/def2-TZVPD" total_charge=+1 homo_lumo_gap_ev=2.8
Ca -0.68277 -0.89204 0.04699 1.89
C -3.68419 -6.63896 1.73965 0.67
F -3.42849 -5.76571 2.73122 -0.23
F -3.34692 -7.87800 2.12468 -0.22
F -4.99400 -6.60076 1.44694 -0.18
S -2.54882 -6.10029 0.17197 0.93
O -1.31082 -5.58434 0.73974 -0.67
O -2.34332 -7.26359 -0.72771 -0.55
N -3.37063 -4.69842 -0.43662 -0.48
S -4.46611 -5.33427 -1.45573 1.02
O -3.84748 -5.28273 -2.80601 -0.62
O -5.02635 -6.63914 -1.14610 -0.54
C -5.91297 -4.00904 -1.37340 0.58
F -5.35143 -2.77758 -1.45910 -0.22
F -6.68495 -4.31348 -2.47635 -0.19
F -6.55378 -4.16971 -0.19974 -0.19
C 5.19854 -2.01449 -7.31123 -0.28
C 5.21201 -0.61370 -6.70699 -0.26
O 4.37947 -0.67026 -5.57667 -0.31
C 3.78240 -1.84661 -5.54354 0.72
O 2.87640 -2.14762 -4.77597 -0.61
O 4.13598 -2.59225 -6.54661 -0.32
H 6.14537 -2.51030 -7.09723 0.23
H 5.11651 -2.09683 -8.39501 0.29
H 4.73236 0.00497 -7.46547 0.26
H 6.24274 -0.31397 -6.51763 0.29
C 2.83573 1.67085 8.31296 -0.24
C 2.69786 0.33111 9.06763 -0.36
O 2.50537 -0.60586 8.05179 -0.32
C 2.05289 0.03158 6.92886 0.68
O 1.46808 -0.49944 5.93377 -0.62
O 2.26498 1.30653 7.03309 -0.28
H 3.87144 1.99655 8.40956 0.30
H 2.21074 2.32589 8.91992 0.26
H 1.79914 0.32811 9.68438 0.24
H 3.49597 0.16429 9.79103 0.34
C -3.27833 0.71312 -8.76851 -0.19
C -3.93832 2.02121 -8.47026 -0.29
O -3.51572 2.41642 -7.15013 -0.34
C -2.86870 1.42699 -6.54740 0.73
O -2.41944 1.41089 -5.38295 -0.61
O -2.73791 0.45415 -7.45393 -0.32
H -2.55232 0.85290 -9.56944 0.25
H -4.03501 -0.02371 -9.03797 0.26
H -5.01573 1.85627 -8.46152 0.25
H -3.55462 2.85227 -9.06204 0.27
C -7.85709 2.83795 5.10800 -0.26
C -8.63362 2.77028 3.79132 -0.34
O -7.67525 2.41262 2.84322 -0.30
C -6.62280 1.89625 3.44385 0.72
O -5.68238 1.37157 2.85159 -0.60
O -6.85051 1.90712 4.78278 -0.32
H -8.45935 2.36451 5.88339 0.27
H -7.43554 3.82235 5.31134 0.28
H -8.96221 3.78209 3.55390 0.28
H -9.44255 2.03972 3.78919 0.29
C -1.19033 7.91592 2.18334 -0.28
C -2.35463 7.65771 1.22133 -0.23
O -1.92803 6.32919 0.79033 -0.34
C -1.02553 5.78739 1.62807 0.72
O -0.48563 4.69471 1.44525 -0.61
O -0.80546 6.64653 2.61397 -0.31
H -1.51559 8.44044 3.08178 0.27
H -0.31707 8.39106 1.73641 0.28
H -2.46795 8.36457 0.39938 0.27
H -3.34217 7.43987 1.62802 0.24
C 10.29907 -0.88253 -0.08971 -1.39
C 9.24793 -1.85862 0.24918 0.38
C 9.06578 -2.01668 1.77743 -0.45
O 7.69643 -1.86194 1.84039 -0.33
C 7.18414 -1.20417 0.81215 0.69
O 6.00040 -1.16976 0.59216 -0.58
O 8.05189 -1.15508 -0.15346 -0.33
H 10.37844 -0.75972 -1.16985 0.36
H 11.19700 -1.29010 0.37477 0.39
H 10.09538 0.10846 0.31593 0.33
H 9.29025 -2.78685 -0.32063 0.32
H 9.59922 -1.27206 2.36826 0.30
H 9.39289 -3.00383 2.10398 0.31